Computed, not measured: C49H43CsF3N2O3SbTe as an isolated structure, with ωB97M-V/def2-TZVPD.

Element x y z (Å)
1 Cs 0.917 1.859 1.353
2 O 4.821 1.139 2.047
3 C 4.150 1.745 1.200
4 O 3.367 1.274 0.331
5 C 4.313 3.268 1.225
6 C 5.596 3.788 1.402
7 C 5.767 5.156 1.415
8 C 4.649 5.973 1.283
9 C 3.417 5.365 1.134
10 N 3.233 4.042 1.099
11 H 6.419 3.102 1.536
12 H 6.754 5.587 1.535
13 H 4.728 7.051 1.295
14 H 2.519 5.969 1.047
15 C -5.520 -3.368 -4.455
16 C -4.606 -2.532 -3.603
17 C -3.665 -1.689 -4.169
18 C -2.822 -0.900 -3.386
19 C -1.818 -0.035 -4.106
20 C -2.944 -0.945 -1.997
21 Te -1.446 0.101 -0.846
22 N -2.396 0.626 0.766
23 C -1.627 0.340 1.856
24 O -0.583 -0.412 1.786
25 C -1.898 1.107 3.055
26 C -1.023 1.022 4.168
27 C -1.248 1.767 5.310
28 C -2.338 2.628 5.402
29 C -3.198 2.739 4.302
30 C -2.989 2.007 3.155
31 C -1.712 1.994 -1.848
32 C -2.975 2.595 -1.926
33 C -4.252 1.899 -1.537
34 C -3.068 3.905 -2.386
35 C -1.953 4.640 -2.766
36 C -2.078 6.055 -3.258
37 C -0.714 4.024 -2.680
38 C -0.568 2.711 -2.234
39 C 0.846 2.165 -2.240
40 C -3.852 -1.825 -1.396
41 C -3.959 -2.025 0.094
42 C -4.673 -2.592 -2.215
43 H -5.244 -3.302 -5.507
44 H -6.556 -3.039 -4.358
45 H -5.482 -4.418 -4.159
46 H -3.565 -1.646 -5.248
47 H -1.672 -0.410 -5.119
48 H -0.837 -0.036 -3.622
49 H -2.149 1.004 -4.162
50 H -0.167 0.358 4.109
51 H -0.560 1.680 6.143
52 H -2.511 3.205 6.301
53 H -4.044 3.416 4.349
54 H -3.654 2.107 2.309
55 H -4.155 1.397 -0.575
56 H -4.540 1.155 -2.282
57 H -5.056 2.632 -1.463
58 H -4.049 4.367 -2.437
59 H -3.100 6.419 -3.151
60 H -1.803 6.130 -4.312
61 H -1.421 6.725 -2.701
62 H 0.178 4.574 -2.965
63 H 1.136 1.893 -3.259
64 H 0.995 1.275 -1.633
65 H 1.553 2.915 -1.889
66 H -4.074 -1.091 0.637
67 H -3.052 -2.496 0.484
68 H -4.802 -2.681 0.316
69 H -5.383 -3.266 -1.746
70 F -0.585 -6.386 4.583
71 C 0.072 -5.350 4.001
72 C -0.573 -4.139 3.874
73 C 0.112 -3.087 3.279
74 C 1.418 -3.247 2.810
75 C 2.029 -4.489 2.964
76 C 1.363 -5.552 3.560
77 Sb 2.347 -1.527 1.903
78 C 4.216 -2.487 1.435
79 C 5.382 -1.988 2.017
80 C 6.620 -2.558 1.753
81 C 6.675 -3.630 0.888
82 F 7.881 -4.194 0.618
83 C 5.553 -4.146 0.274
84 C 4.326 -3.561 0.555
85 C 1.559 -1.945 -0.060
86 C 0.518 -2.845 -0.286
87 C 0.029 -3.084 -1.564
88 C 0.599 -2.399 -2.618
89 F 0.131 -2.626 -3.873
90 C 1.622 -1.492 -2.443
91 C 2.100 -1.272 -1.154
92 H -1.587 -4.027 4.233
93 H -0.391 -2.135 3.144
94 H 3.045 -4.641 2.622
95 H 1.829 -6.521 3.685
96 H 5.333 -1.108 2.646
97 H 7.531 -2.171 2.189
98 H 5.648 -4.979 -0.411
99 H 3.440 -3.950 0.066
100 H 0.062 -3.362 0.550
101 H -0.786 -3.771 -1.748
102 H 2.033 -0.972 -3.299
103 H 2.888 -0.543 -0.997

Results
Energy relative to the best compared isomer or geometry (same formula, charge and spin) = 22.1 kcal per mole
Total charge = -1
Frontier orbital gap (spin up / spin down) = 0.125 / 0.278 hartree
<S²> = 0.77
Spin multiplicity = 2
LUMO level (spin up / spin down) = 0.068 / 0.067 Eh

Mulliken atomic charge list, values in e, 6 entries:
1 Cs 1.737
2 O -0.697
3 C -0.155
4 O -0.566
5 C 0.630
6 C -0.707



Computed, not measured: a 2-piece molecular cluster, C5H13N overall in a non-equilibrium geometry, with ωB97M-V/def2-TZVPD.

Element x y z (Å)
1 C -2.750 0.336 -1.082
2 C -2.486 0.755 0.171
3 C -2.227 2.159 0.590
4 H -3.429 -0.492 -1.212
5 H -2.335 0.912 -1.889
6 H -2.769 0.056 0.956
7 H -3.138 2.586 1.038
8 H -1.629 2.214 1.506
9 H -1.812 2.770 -0.206
10 C 2.928 -1.066 0.968
11 C 2.189 -1.582 -0.279
12 N 1.578 -0.466 -1.009
13 H 2.240 -0.779 1.771
14 H 3.420 -1.918 1.436
15 H 3.582 -0.234 0.731
16 H 3.007 -1.958 -0.905
17 H 1.467 -2.373 -0.063
18 H 0.705 -0.320 -0.514
19 H 1.459 -0.601 -2.007

Results
SMILES = C=CC.CCN
Energy relative to the best compared isomer or geometry (same formula, charge and spin) = 41.6 kcal per mole
Total charge = 0
Frontier orbital gap = 0.371 hartree
LUMO level = 0.038 Eh

natural (NBO) atomic charge list, values in e, 6 entries:
1 C -0.417
2 C -0.164
3 C -0.657
4 H 0.206
5 H 0.190
6 H 0.184



Computed, not measured: a 12-piece molecular cluster, H28O15P overall in a non-equilibrium geometry, with ωB97M-V/def2-TZVPD.

Element x y z (Å)
1 O 12.585 14.635 -0.337
2 H 12.322 14.222 -1.163
3 H 13.480 14.970 -0.431
4 H 12.506 14.021 0.396
5 O 10.016 10.376 3.381
6 H 9.795 11.172 3.869
7 H 10.588 9.740 3.817
8 H 10.422 10.636 2.551
9 O 15.532 12.638 1.788
10 H 14.689 12.299 2.098
11 H 15.560 13.573 2.003
12 H 15.653 12.592 0.837
13 O 12.558 14.100 3.915
14 H 12.324 13.786 3.039
15 H 12.888 13.312 4.352
16 H 13.238 14.777 3.880
17 O 10.910 10.974 -1.053
18 H 10.974 11.816 -1.510
19 H 11.014 11.130 -0.111
20 H 11.654 10.415 -1.288
21 O 14.495 11.860 -1.852
22 H 13.937 11.623 -1.108
23 H 14.085 12.515 -2.421
24 H 15.309 12.200 -1.472
25 P 12.529 11.950 1.503
26 O 11.416 10.866 1.374
27 O 13.483 11.785 2.723
28 O 11.938 13.340 1.666
29 O 13.220 12.012 0.165
30 O 14.210 9.958 4.073
31 H 14.898 9.534 3.560
32 H 13.880 10.653 3.504
33 O 9.815 13.716 0.126
34 H 10.417 13.534 0.848
35 H 9.916 14.654 -0.039
36 O 13.553 12.018 5.684
37 H 14.239 12.406 6.227
38 H 14.023 11.635 4.943
39 O 9.511 12.967 3.246
40 H 10.271 13.097 2.678
41 H 9.581 13.661 3.902
42 O 12.243 8.579 2.060
43 H 11.994 9.425 1.688
44 H 12.964 8.781 2.656

Results
Total charge = +2
Frontier orbital gap (spin up / spin down) = 0.174 / 0.332 hartree
<S²> = 0.75
Spin multiplicity = 2
LUMO level (spin up / spin down) = -0.250 / -0.269 Eh

natural (NBO) atomic charge list, values in e, 6 entries:
1 O -0.862
2 H 0.473
3 H 0.449
4 H 0.531
5 O -0.770
6 H 0.563



Computed, not measured: C14H36F3O7PtS5 as an isolated structure in a non-equilibrium geometry, with ωB97M-V/def2-TZVPD.

Element x y z (Å)
1 Pt 0.162 -0.064 -0.284
2 C 0.478 -0.359 -3.188
3 O -0.179 0.727 -2.532
4 O 1.110 -1.016 -2.130
5 C -0.470 -1.177 -4.200
6 F 0.171 -2.049 -5.098
7 F -1.261 -1.864 -3.361
8 F -1.333 -0.564 -4.975
9 C -0.240 1.982 -3.276
10 C -0.937 2.961 -2.387
11 H -1.004 3.933 -2.876
12 H -1.968 2.627 -2.271
13 H -0.425 2.982 -1.425
14 H -0.629 1.861 -4.287
15 H 0.694 2.496 -3.503
16 H 1.196 0.102 -3.866
17 C 2.145 3.960 1.031
18 S 2.325 2.364 0.114
19 O 0.887 1.889 0.006
20 C 2.636 2.930 -1.647
21 H 2.334 3.682 2.068
22 H 1.148 4.386 0.921
23 H 2.858 4.711 0.693
24 H 2.905 2.183 -2.394
25 H 3.504 3.585 -1.576
26 H 1.772 3.499 -1.990
27 C 4.175 0.095 2.122
28 S 2.914 -1.157 1.569
29 O 1.609 -0.441 1.151
30 C 3.649 -2.108 0.158
31 H 3.839 0.538 3.060
32 H 4.159 0.914 1.403
33 H 5.183 -0.303 2.242
34 H 4.363 -2.869 0.476
35 H 4.098 -1.390 -0.528
36 H 2.871 -2.688 -0.338
37 C -2.038 -3.717 1.709
38 S -1.054 -3.276 0.220
39 O -0.485 -1.901 0.410
40 C 0.335 -4.326 0.836
41 H -2.182 -4.798 1.717
42 H -3.010 -3.225 1.680
43 H -1.569 -3.379 2.633
44 H 0.917 -3.721 1.530
45 H 0.954 -4.454 -0.052
46 H -0.086 -5.258 1.213
47 C 0.552 0.933 3.760
48 S -1.074 0.939 2.954
49 O -0.910 0.941 1.420
50 C -1.534 -0.815 3.344
51 H 1.216 0.087 3.580
52 H 0.416 0.993 4.840
53 H 1.021 1.882 3.502
54 H -2.405 -1.122 2.763
55 H -1.705 -1.015 4.402
56 H -0.696 -1.446 3.047
57 C -4.238 0.337 0.935
58 S -3.337 0.748 -0.700
59 O -1.989 -0.024 -0.711
60 C -4.496 -0.233 -1.767
61 H -5.184 0.878 0.936
62 H -3.490 0.713 1.632
63 H -4.536 -0.666 1.241
64 H -5.544 0.063 -1.722
65 H -4.471 -1.274 -1.444
66 H -4.114 -0.222 -2.788

Results
Energy relative to the best compared isomer or geometry (same formula, charge and spin) = 88.0 kcal per mole
Total charge = +1
Frontier orbital gap (spin up / spin down) = 0.267 / 0.289 hartree
<S²> = 2.01
Spin multiplicity = 3
LUMO level (spin up / spin down) = -0.074 / -0.074 Eh

natural (NBO) atomic charge list, values in e, 6 entries:
1 Pt 1.423
2 C 0.331
3 O -0.583
4 O -0.864
5 C 0.922
6 F -0.345